Computed, not measured: a molecular structure, C36H51BrFeN3O5Se2Si4Te in a non-equilibrium geometry, with ωB97M-V with the def2-TZVPD basis set.

The geometry in XYZ format:
```
104
Properties=species:S:1:pos:R:3
Te -0.715 0.312 0.391
Br -3.380 -8.311 -0.627
Se 1.363 -2.083 -3.218
Se -1.185 -0.893 -2.191
Fe 0.627 -1.395 -0.798
Si -4.129 1.612 0.734
Si -1.492 4.159 1.387
Si -2.002 1.910 1.756
Si -2.378 1.370 3.996
O 6.734 5.505 -1.299
O 4.978 6.244 -0.300
O 3.626 -0.593 -2.230
O -1.343 -2.666 -0.299
O 1.697 0.369 -1.581
N 5.594 5.390 -0.902
N 2.326 -1.535 0.392
N 1.212 -3.741 -0.542
C 2.626 -3.753 -0.456
C -3.901 2.210 -1.027
C -0.803 0.555 -3.426
C 3.620 3.924 -0.680
C -2.713 -6.541 -0.542
C 2.636 -3.394 -3.914
C -4.480 -0.223 0.633
C -0.863 -4.989 -0.573
C -0.169 4.665 2.607
C 4.925 1.913 -2.104
C 4.563 -2.460 0.302
C -3.601 -5.471 -0.337
C 3.464 -4.779 -0.786
C 2.941 0.358 -1.853
C 2.990 2.711 -0.917
C 5.407 -3.537 -0.073
C -2.998 5.226 1.658
C 2.807 -0.489 1.015
C -3.132 -4.190 -0.259
C -3.313 -0.238 4.120
C 4.866 -4.665 -0.607
C 3.639 1.705 -1.624
C 4.898 4.098 -1.172
C -1.376 -6.298 -0.660
C -1.734 -3.877 -0.373
C 4.178 -0.315 1.302
C -0.749 1.200 4.893
C 5.569 3.122 -1.883
C -3.378 2.752 4.759
C -5.508 2.490 1.629
C -0.830 4.394 -0.346
C 5.051 -1.279 0.909
C 3.185 -2.556 0.075
C -1.551 -2.336 -3.479
C -0.239 -3.048 -3.887
C 0.571 -4.846 -0.614
H -5.299 3.547 1.798
H -2.698 6.277 1.686
H 6.569 3.312 -2.242
H -0.689 -7.122 -0.821
H -4.300 2.939 4.205
H 4.507 0.588 1.797
H -3.147 1.569 -1.494
H -3.647 2.498 5.788
H -3.672 -0.719 0.087
H 3.624 -3.093 -3.575
H -6.430 2.415 1.045
H 1.114 -5.798 -0.650
H -3.213 -0.666 5.121
H -0.131 5.233 -0.388
H -4.661 -5.669 -0.241
H -4.549 -0.695 1.613
H 1.990 2.525 -0.548
H 2.584 -3.369 -5.000
H 0.173 5.686 2.423
H 2.094 0.276 1.298
H -0.296 3.498 -0.677
H -0.097 0.508 4.354
H -4.376 -0.099 3.912
H 0.696 4.000 2.533
H -3.545 3.240 -1.088
H 6.117 -1.165 1.063
H -2.926 -0.968 3.404
H -0.134 -3.085 -4.970
H -3.496 4.993 2.602
H 5.503 -5.490 -0.897
H 5.410 1.114 -2.648
H -0.535 4.609 3.636
H -0.880 0.820 5.909
H -1.702 0.718 -4.017
H -1.628 4.579 -1.067
H -5.412 -0.412 0.092
H 6.476 -3.445 0.073
H -2.235 -3.003 -2.962
H -4.818 2.126 -1.617
H -0.562 1.425 -2.821
H -5.688 2.023 2.599
H 3.144 4.719 -0.125
H -2.813 3.688 4.781
H -3.729 5.101 0.856
H -2.067 -1.869 -4.315
H -0.210 -4.068 -3.504
H -0.231 2.161 4.950
H -3.812 -3.361 -0.104
H 0.035 0.302 -4.069
H 3.070 -5.693 -1.210
H 2.390 -4.394 -3.558
```

## Properties
- LUMO (spin up / spin down) (hartree) = -0.018 / -0.075
- E (hartree) = -12009.41574
- energy relative to the best compared isomer or geometry (same formula, charge and spin) (kJ/mol) = 239.8
- total charge = 0
- multiplicity = 2
- highest occupied orbital energy (spin up / spin down) (eV) = -7.2 / -7.2


Computed, not measured: 3 unconnected molecules or ions with the total composition C5H16O2S in a non-equilibrium geometry, with ωB97M-V with the def2-TZVPD basis set.

The geometry in XYZ format:
```
24
Properties=species:S:1:pos:R:3
S 1.541 -0.002 -0.375
O 0.629 0.289 4.806
O 2.068 1.891 2.839
C -2.412 0.073 -2.402
C -2.050 0.739 -1.047
C -1.246 -0.229 -0.143
C 2.702 -0.897 -1.523
C -0.006 -0.888 -0.792
H -1.364 1.527 -1.356
H -1.981 -0.922 0.434
H 3.412 -1.621 -1.009
H -3.099 0.709 -2.962
H -2.933 -0.933 -2.284
H -2.992 1.304 -0.561
H 3.225 -0.102 -2.118
H 1.223 1.665 3.395
H 2.029 -1.345 -2.270
H 1.003 0.405 5.660
H -0.143 -0.891 -1.905
H -1.523 -0.126 -3.003
H 0.896 -0.540 4.552
H 1.939 1.506 1.955
H 0.021 -1.989 -0.548
H -0.938 0.378 0.657
```

## Properties
- LUMO (hartree) = 0.026
- E (hartree) = -748.71891
- energy relative to the best compared isomer or geometry (same formula, charge and spin) (kJ/mol) = 140.4
- total charge = 0
- SMILES = CCCCSC.O.O
- highest occupied orbital energy (eV) = -8.7


Computed, not measured: 7 unconnected molecules or ions with the total composition C25H47B2NO14 in a non-equilibrium geometry, with ωB97M-V with the def2-TZVPD basis set.

The geometry in XYZ format:
```
89
Properties=species:S:1:pos:R:3
O -5.944 -0.027 -4.026
O -6.687 2.197 -6.411
O 9.656 -0.231 -2.633
O -1.258 2.030 5.516
O 2.583 -0.599 -2.113
O 1.451 0.804 2.721
O 6.088 -1.941 -4.504
O 2.723 -1.280 4.429
O 3.160 -3.788 -0.451
O -3.271 -5.261 -0.766
O 1.844 2.581 0.287
O 3.949 1.111 2.213
O 4.472 0.407 -0.722
O 0.315 -1.484 0.028
N 2.134 -2.405 1.634
C -4.619 0.110 -1.438
C 0.961 3.757 0.325
C -1.585 -2.047 -2.237
C 5.071 0.542 -2.059
C -0.750 -0.216 2.756
C -5.673 -1.411 0.449
C -0.210 3.878 -0.856
C 0.830 -0.547 2.513
C 0.234 -2.095 4.928
C -0.006 6.202 1.430
C -0.644 -2.551 0.316
C -2.137 -0.064 3.011
C -1.276 5.133 -0.880
C 6.629 1.141 -2.009
C 1.307 -1.275 1.083
C 1.075 1.344 0.040
C -1.969 -2.472 -0.701
C -0.216 -0.939 6.050
C -4.507 -1.378 -0.732
C 2.083 0.091 0.504
C 2.629 -3.250 0.683
C 1.076 4.944 1.468
C 2.707 0.735 1.902
C -1.200 6.320 0.294
C -3.062 -1.496 0.034
B 1.322 -1.297 3.931
B 3.038 -0.033 -0.824
H -2.710 -5.954 -0.386
H 7.408 0.252 -1.877
H -2.572 -1.613 -2.751
H 1.914 0.014 -2.538
H -5.741 0.293 -1.722
H -0.677 -2.528 4.335
H 10.544 -0.304 -2.252
H -1.240 -2.963 -2.904
H 6.915 1.644 -3.046
H -7.023 2.484 -7.273
H -4.688 -2.171 -1.578
H -3.986 -5.750 -1.200
H -5.784 0.657 -4.693
H 4.427 1.260 -2.741
H -1.017 -0.188 5.597
H 6.327 -2.517 -5.246
H 0.724 -0.253 6.314
H -3.233 0.115 3.434
H 6.764 1.955 -1.174
H -2.132 5.256 -1.697
H 0.856 1.304 -1.134
H -5.157 -1.020 1.443
H 0.029 1.307 0.560
H -3.960 0.209 -2.407
H 1.919 4.888 2.297
H -2.395 -3.586 -0.743
H 0.057 7.030 2.266
H -4.346 0.917 -0.614
H -0.322 3.076 -1.723
H 0.778 -2.944 5.567
H -6.590 -0.616 -4.445
H -1.992 7.203 0.281
H -0.967 -2.660 1.434
H -6.506 -0.647 0.144
H 9.431 -1.141 -2.879
H -1.026 1.518 4.727
H -0.777 -1.208 -2.334
H -6.661 3.011 -5.886
H -0.116 -3.583 0.029
H -0.594 -1.413 7.054
H -2.531 -0.437 0.166
H -3.195 -1.919 1.141
H 5.517 -2.496 -3.952
H 3.387 -1.306 3.680
H 5.161 -0.488 -2.647
H -6.056 -2.520 0.527
H -0.485 2.594 5.665
```

## Properties
- LUMO (hartree) = -0.042
- E (hartree) = -2137.85119
- total charge = 0
- SMILES = C#C[C@]1(B(O)CC)OC(=O)[C@@](COc2ccccc2)(B(O)OCC)[C@]1(N=C=O)OC[C@H](C)CC(C)C.O.O.O.O.O.O
- highest occupied orbital energy (eV) = -8.4


Computed, not measured: 5 unconnected molecules or ions with the total composition C25H52N3O8 in a non-equilibrium geometry, with ωB97M-V with the def2-TZVPD basis set.

The geometry in XYZ format:
```
88
Properties=species:S:1:pos:R:3
O 2.565 4.521 -3.897
O -1.437 0.480 -0.550
O 1.558 3.269 -5.380
O 5.368 1.234 0.999
O 3.357 1.273 0.149
O 0.065 -0.009 -2.043
O 0.702 0.775 3.397
O -0.206 1.679 5.173
N -3.385 -2.562 1.959
N -5.487 -1.547 1.272
N -3.420 -0.430 1.052
C 6.265 1.087 2.107
C 3.502 0.268 2.298
C -1.194 -4.595 0.151
C 4.052 0.979 1.088
C -1.336 2.219 5.870
C 1.961 4.480 -4.930
C 2.353 0.680 -2.507
C 1.399 3.113 -7.817
C -0.662 -3.190 -0.150
C -5.789 -2.777 0.456
C -0.205 2.340 -1.377
C 0.538 -3.327 -1.117
C -0.161 -2.460 1.107
C -3.502 -3.614 0.856
C -2.480 -4.726 1.007
C -0.302 1.065 3.986
C 6.771 -0.332 2.249
C -4.984 -4.016 0.874
C -2.039 1.177 6.713
C -1.660 0.675 3.442
C 0.669 3.106 -6.491
C 0.992 0.378 -3.086
C -4.091 -1.464 1.444
C 1.705 5.710 -5.767
C -0.584 0.887 -1.318
H -3.369 -3.066 -0.084
H 0.202 2.135 -6.330
H 0.614 -2.429 -1.732
H 3.056 0.922 -3.304
H -1.589 0.738 2.360
H -2.454 0.375 6.101
H -2.219 -4.847 2.061
H 2.314 1.519 -1.823
H -5.277 -4.368 1.868
H -0.394 -5.136 0.666
H -0.957 -1.979 1.682
H -6.865 -2.930 0.479
H 1.469 -3.408 -0.552
H -5.486 -2.538 -0.567
H -1.337 0.727 7.413
H 4.067 0.436 3.212
H 0.380 -3.156 1.755
H 1.890 4.068 -8.000
H 7.498 -0.394 3.058
H -2.014 2.715 5.173
H 2.727 -0.179 -1.952
H -0.128 3.851 -6.457
H 0.592 1.212 -3.661
H -2.470 1.327 3.766
H 7.250 -0.654 1.324
H 1.578 6.552 -5.093
H -1.395 -5.100 -0.799
H 2.581 5.891 -6.389
H 0.703 2.923 -8.634
H 2.485 0.608 2.468
H -3.739 0.527 1.090
H 0.526 2.527 -0.590
H -2.475 -0.580 0.675
H 0.217 2.652 -2.328
H 2.167 2.340 -7.826
H 5.803 1.454 3.024
H -2.981 -5.651 0.708
H 1.034 -0.478 -3.758
H -1.879 -0.352 3.736
H -1.388 -2.559 -0.676
H 0.826 5.647 -6.403
H -0.918 2.996 6.506
H -5.162 -4.824 0.160
H 7.090 1.758 1.878
H -3.989 -2.894 2.710
H 5.960 -1.029 2.462
H -2.851 1.634 7.278
H 0.430 -4.191 -1.775
H 3.480 -0.801 2.087
H 0.527 -1.662 0.815
H -5.936 -1.610 2.184
H -1.095 2.934 -1.185
```

## Properties
- LUMO (hartree) = -0.137
- E (hartree) = -1749.73260
- energy relative to the best compared isomer or geometry (same formula, charge and spin) (kJ/mol) = 0.0
- total charge = +1
- highest occupied orbital energy (eV) = -11.6


> total charge of number 3 (C25H47B2NO14)?

0